[1]
Entry from OMol25: a 15-piece molecular cluster, C28H83N29O17 overall (ωB97M-V with the def2-TZVPD basis set).

Computed properties:
* 2S+1: 1

```
157
Properties=species:S:1:pos:R:3:forces:R:3
C -1.188215 4.462558 2.502376 0.17 -0.01 0.07
C -0.030734 4.486795 1.495602 -0.05 0.03 0.19
C -0.003356 3.341864 0.478312 0.03 0.00 0.01
C -0.959095 3.589787 -0.692532 -0.07 -0.32 -0.08
C -0.230682 1.945189 1.084239 -0.17 0.12 -1.27
O -1.622742 1.705654 1.230265 0.01 0.00 0.40
C 0.603012 1.593137 2.321467 -0.62 -0.77 0.33
C 0.691378 0.070034 2.146969 0.64 0.31 -1.04
O 1.593021 -0.637149 2.927258 -0.40 0.29 0.41
C 1.059389 -1.827490 3.494517 0.54 -0.65 -0.29
C 0.376643 -2.794939 2.503655 -0.77 -0.30 0.90
C -1.142091 -2.777340 2.791792 0.39 0.19 -0.35
C 1.001370 -4.223878 2.591270 -0.20 -0.11 -1.30
C -0.040453 -5.344436 2.533423 -0.23 0.43 0.53
C 1.919396 -4.438438 1.366624 0.04 0.09 0.31
C 1.106313 0.074066 0.670380 -0.43 -0.75 -0.14
O 2.023595 -0.525696 0.134132 -0.82 0.48 0.24
N 0.198974 0.939341 0.053873 1.88 0.18 0.25
H -2.101045 4.026592 2.103295 -0.06 -0.01 -0.11
H -0.870392 3.884555 3.369771 -0.22 -0.12 0.10
H -1.437477 5.456898 2.863093 0.06 0.13 -0.07
H -0.047662 5.426104 0.941578 0.00 0.03 -0.10
H 0.896114 4.479825 2.070429 0.11 0.04 -0.02
H 1.001403 3.315936 0.045776 0.17 0.00 0.19
H -1.860628 4.102909 -0.371436 -0.01 0.13 0.02
H -0.461634 4.164905 -1.471228 -0.06 0.28 0.06
H -1.280270 2.659187 -1.158298 -0.02 -0.10 0.00
H -1.869339 1.664914 2.157812 0.04 0.07 0.13
H 0.095031 1.859632 3.244644 0.14 0.24 0.10
H 1.598514 2.022956 2.297783 -0.04 0.36 0.04
H -0.342117 -0.278263 2.125569 0.08 -0.50 0.44
H 0.374429 -1.615592 4.321244 -0.10 0.29 -0.03
H 1.911429 -2.336985 3.940285 0.16 0.16 0.03
H 0.476556 -2.482842 1.465980 0.35 0.40 0.05
H -1.401070 -3.379410 3.658437 -0.06 -0.13 0.01
H -1.493071 -1.769124 3.001382 -0.05 0.08 -0.05
H -1.673196 -3.118275 1.906514 -0.31 -0.22 0.17
H 1.580965 -4.294202 3.506153 -0.03 -0.20 0.11
H -0.722174 -5.197770 1.697599 0.08 -0.15 -0.21
H 0.436192 -6.315510 2.428802 0.03 -0.09 0.01
H -0.650149 -5.342627 3.434768 0.00 -0.19 0.09
H 1.463301 -4.012138 0.473007 -0.03 0.08 -0.05
H 2.030612 -5.501848 1.161452 0.29 -0.08 0.09
H 2.898373 -3.980257 1.506107 0.07 0.05 -0.12
H 0.706064 1.347529 -0.727330 -0.58 0.14 -0.28
C -0.547621 -2.843745 -3.017103 0.12 -0.16 -0.08
O -1.701012 -2.479801 -2.865282 -0.06 0.08 0.20
N 0.495739 -2.327667 -2.314828 -0.09 0.17 -0.04
N -0.233022 -3.818264 -3.928008 -0.14 -0.08 -0.14
H 1.445039 -2.625346 -2.435564 0.01 -0.05 0.11
H 0.297117 -1.608300 -1.640577 0.08 0.00 0.04
H -0.997816 -4.203585 -4.461816 0.16 0.14 -0.21
H 0.693970 -4.165535 -4.087145 0.01 -0.03 0.06
C -2.896329 -5.395701 -6.949482 -0.10 -0.01 -0.11
O -1.734683 -5.008984 -6.887667 -0.03 0.01 0.20
N -3.932076 -4.605585 -7.311356 0.28 -0.17 -0.40
N -3.231680 -6.698921 -6.664923 0.03 -0.01 0.18
H -4.878604 -4.928811 -7.346188 -0.04 0.07 0.14
H -3.741046 -3.646207 -7.531346 -0.08 0.10 0.33
H -2.484915 -7.323387 -6.434041 0.08 -0.05 -0.09
H -4.168295 -7.051904 -6.707468 -0.01 0.03 -0.02
C 0.950486 -4.855814 6.839624 -0.01 -0.05 0.07
O 0.656456 -4.469128 5.721119 -0.07 0.09 0.08
N 1.081548 -4.006356 7.903988 0.19 0.03 0.21
N 1.178230 -6.172036 7.124845 0.04 -0.05 -0.03
H 1.322044 -4.313760 8.834214 -0.09 -0.02 0.03
H 0.923856 -3.030528 7.737085 -0.01 0.01 -0.03
H 1.091964 -6.825773 6.369538 -0.01 0.01 -0.02
H 1.420343 -6.505459 8.039474 -0.01 0.05 0.03
C 1.095983 0.006036 -6.558895 -0.16 -0.17 0.02
O 1.437388 1.096236 -6.998528 0.13 0.12 -0.14
N 0.139781 -0.757590 -7.158187 0.07 0.02 -0.04
N 1.644777 -0.528202 -5.431386 0.15 0.00 0.00
H -0.159972 -1.649628 -6.808651 -0.03 0.01 0.04
H -0.286779 -0.391233 -7.987419 -0.02 0.01 0.00
H 2.343896 0.011421 -4.957299 -0.03 0.03 0.02
H 1.372229 -1.415613 -5.052213 -0.12 0.04 0.02
C 3.983719 3.339326 3.790466 0.13 0.03 0.14
O 2.811143 3.673008 3.888520 0.02 -0.12 -0.17
N 4.969292 3.926334 4.524017 -0.21 -0.17 0.02
N 4.406467 2.350860 2.939329 -0.11 0.11 -0.05
H 5.936738 3.677839 4.459107 0.04 0.11 -0.02
H 4.707585 4.660599 5.154123 0.12 0.11 -0.06
H 3.717264 1.880475 2.385347 0.01 -0.11 0.02
H 5.363708 2.069912 2.855634 0.01 0.00 0.03
C 3.699745 -4.265884 10.849662 0.08 0.03 -0.01
O 2.634350 -4.861967 10.924230 -0.10 0.03 -0.17
N 4.460556 -3.996943 11.950219 -0.05 -0.03 0.03
N 4.203945 -3.826687 9.660699 -0.07 -0.04 -0.07
H 5.335495 -3.510863 11.914011 0.01 0.01 -0.03
H 4.111194 -4.309229 12.836344 -0.01 -0.01 0.01
H 3.660757 -4.019458 8.838206 0.04 0.05 -0.05
H 5.072559 -3.336759 9.565935 0.01 0.00 0.04
C -5.021185 -1.628664 -4.609401 0.13 0.24 0.00
O -4.710503 -2.499851 -5.420192 -0.17 0.04 -0.02
N -4.347517 -1.449989 -3.445020 -0.02 -0.38 -0.06
N -6.054025 -0.761398 -4.829738 0.04 -0.14 0.06
H -4.566130 -0.729382 -2.784248 -0.03 0.03 -0.04
H -3.575444 -2.075571 -3.258826 0.11 0.22 0.02
H -6.564487 -0.863670 -5.685271 0.01 0.03 -0.02
H -6.327141 -0.036004 -4.187613 -0.14 0.01 -0.08
C -3.876501 -1.501903 5.417192 0.10 -0.09 0.05
O -3.774048 -1.349401 4.214763 -0.10 0.13 -0.01
N -2.838820 -1.955880 6.185782 0.04 0.07 -0.02
N -5.036441 -1.237747 6.097057 -0.02 0.02 -0.01
H -2.899596 -2.093657 7.175815 -0.03 -0.02 0.00
H -1.978172 -2.169187 5.714233 -0.01 -0.07 -0.02
H -5.814668 -0.905815 5.560254 0.00 0.00 -0.02
H -5.140716 -1.359145 7.085562 0.03 -0.01 0.01
C 4.045799 3.939150 -8.854139 0.00 -0.23 -0.12
O 5.160421 4.412946 -9.036910 0.00 -0.11 -0.06
N 2.910727 4.627038 -9.187953 -0.02 0.14 0.02
N 3.838887 2.716696 -8.301966 -0.05 -0.01 -0.08
H 1.986064 4.268880 -9.039093 0.01 -0.03 0.06
H 3.024598 5.534091 -9.600470 0.01 -0.02 -0.04
H 4.649175 2.189102 -8.040189 0.02 0.01 0.01
H 2.926709 2.321190 -8.140871 -0.03 -0.07 0.18
C -9.208054 0.615712 -3.744904 -0.06 -0.10 0.04
O -8.084568 1.093599 -3.756498 0.03 0.11 0.00
N -10.303150 1.321928 -4.154083 0.03 0.04 -0.02
N -9.452082 -0.659332 -3.324400 0.05 0.00 0.02
H -11.233663 0.951647 -4.153630 0.00 -0.03 0.02
H -10.151133 2.261575 -4.468172 0.01 0.01 0.00
H -8.663581 -1.202533 -3.023721 0.02 -0.01 -0.03
H -10.364193 -1.072620 -3.306582 -0.02 0.02 -0.01
C -1.611409 -7.444076 -1.798154 -0.05 -0.01 -0.06
O -1.197332 -7.116974 -0.702264 0.02 -0.02 0.00
N -1.624753 -6.593550 -2.867794 0.13 0.03 0.20
N -2.099604 -8.703398 -2.047225 0.02 -0.02 0.02
H -1.963055 -6.843238 -3.773867 -0.12 -0.03 -0.13
H -1.279274 -5.662197 -2.718693 -0.02 0.00 0.01
H -2.103005 -9.351035 -1.282720 0.01 0.01 0.02
H -2.446738 -8.998740 -2.938387 -0.01 0.03 -0.02
C -3.258769 7.128823 0.044928 -0.01 -0.05 -0.03
O -2.944316 7.344982 1.200689 0.02 0.02 0.01
N -3.102770 8.060633 -0.946047 -0.01 0.03 0.01
N -3.794555 5.935776 -0.356980 -0.07 0.02 0.03
H -3.352911 7.901202 -1.902608 0.01 -0.03 -0.01
H -2.710643 8.944711 -0.684053 0.02 0.00 0.01
H -3.921645 5.231993 0.345865 0.00 0.00 0.02
H -4.058381 5.733956 -1.302074 0.02 0.00 -0.02
C 4.956778 7.268690 -6.076007 -0.02 -0.06 -0.04
O 3.860610 7.711487 -5.770635 0.05 0.02 0.01
N 6.115980 7.772359 -5.536897 0.01 0.03 0.04
N 5.124650 6.254452 -6.966746 0.08 0.37 0.45
H 7.027934 7.430773 -5.769721 -0.01 -0.03 -0.03
H 6.026534 8.521688 -4.878465 -0.03 0.01 0.00
H 4.305202 5.866031 -7.383688 -0.08 -0.04 -0.10
H 6.018025 5.887421 -7.229526 -0.05 -0.09 -0.17
C 7.010750 7.251959 4.640961 -0.03 0.08 -0.04
O 6.687199 6.211574 5.188553 0.06 -0.04 0.04
N 7.891381 7.286329 3.596109 0.03 -0.04 0.03
N 6.516385 8.464953 5.028185 0.01 -0.02 0.05
H 8.168299 8.129214 3.131504 -0.02 0.02 0.00
H 8.270174 6.411942 3.286790 -0.01 -0.01 -0.01
H 5.865626 8.472200 5.790451 -0.02 -0.01 0.00
H 6.765734 9.331039 4.591513 0.00 -0.01 -0.03
```
Forces are in eV/Å.

These are the Löwdin partial charges, in e, on atoms 1 to 5: atom 1 (C): -0.084, atom 2 (C): -0.189, atom 3 (C): -0.299, atom 4 (C): -0.050, atom 5 (C): -0.461

=====

[2]
Entry from OMol25: a 13-piece molecular cluster, C28H85N3O13 overall (ωB97M-V with the def2-TZVPD basis set).

Computed properties:
* 2S+1: 1

```
129
Properties=species:S:1:pos:R:3:forces:R:3
C 2.606082 -3.153769 1.269172 -0.06 0.25 -0.52
C 2.350365 -2.703452 -0.168333 -0.36 -0.25 0.24
O 3.445701 -2.909258 -1.064247 -1.14 -0.23 0.03
H 3.186112 -2.352963 1.727830 -0.14 -0.27 0.61
H 3.110979 -4.113917 1.375457 0.23 0.04 -0.41
H 1.638915 -3.298301 1.750615 0.10 0.48 0.34
H 2.025842 -1.662895 -0.162735 0.43 0.46 0.20
H 1.416402 -3.152070 -0.506772 0.43 -0.77 -0.70
H 4.237221 -2.625614 -0.600961 0.45 0.32 -0.02
C 3.426282 4.477013 -2.944191 0.40 1.19 0.59
C 3.798749 3.046965 -3.235916 -1.71 0.42 -0.31
O 4.978608 2.856846 -3.947341 0.96 -0.06 0.20
H 2.416647 4.649380 -2.571317 -0.27 -0.63 -0.10
H 3.496983 5.116263 -3.824223 0.22 -0.02 -0.12
H 4.045264 4.889228 -2.147287 0.38 0.18 -0.19
H 2.966448 2.685327 -3.839727 -0.20 -0.67 0.10
H 3.814701 2.518160 -2.282920 0.63 -0.36 -0.31
H 4.890616 3.287388 -4.800855 0.01 0.05 -0.06
C -1.435869 -3.114173 -0.689386 -0.18 0.08 -1.80
C -1.526404 -4.086176 -1.954774 1.37 0.37 2.43
O -1.868981 -5.381794 -1.527839 -1.16 -0.82 -0.01
H -0.878945 -3.513081 0.158445 -0.13 -0.38 -0.13
H -2.416503 -2.760160 -0.371388 -0.06 -0.26 0.11
H -0.886988 -2.232127 -1.019287 0.07 0.27 0.02
H -0.509877 -4.231849 -2.320215 0.03 0.91 -0.74
H -2.222273 -3.729270 -2.714040 0.14 -0.11 0.10
H -1.099939 -5.773353 -1.107314 -0.05 0.03 0.01
C -3.064246 -0.399540 -4.763734 0.72 -0.54 -0.25
C -2.503055 0.316772 -3.535843 -0.36 0.11 -0.80
O -2.422785 1.704928 -3.876269 -0.65 -1.06 0.03
H -2.240036 -0.544244 -5.462183 -0.18 0.45 -0.44
H -3.900787 0.129893 -5.219798 0.25 0.27 0.05
H -3.404099 -1.426148 -4.627062 -0.08 -0.03 0.69
H -1.502825 -0.035606 -3.283922 0.17 -0.29 -0.06
H -3.139796 0.065130 -2.687700 -0.23 0.55 0.38
H -2.134799 2.202516 -3.107460 0.32 0.51 0.23
C -0.402988 4.721107 -3.827434 0.75 1.11 -0.65
C -0.756964 4.755868 -2.387421 0.79 -1.22 0.01
O -1.240826 3.440414 -2.108813 -2.03 0.31 0.66
H 0.316382 3.918600 -3.990478 -0.24 -0.02 -0.43
H 0.041539 5.683294 -4.081800 0.42 0.10 -0.18
H -1.295145 4.693407 -4.453041 0.04 -0.66 0.03
H -1.443126 5.594673 -2.270407 -0.57 -0.50 0.81
H 0.110710 4.881212 -1.739722 0.13 0.51 -0.08
H -0.638567 2.873795 -1.621130 0.87 0.40 -0.14
C -4.125363 1.513186 -0.237475 0.13 1.23 0.02
C -5.082421 0.391244 -0.026897 -0.60 1.00 -1.54
O -4.961733 -0.063038 1.278917 0.07 -1.12 0.63
H -4.398283 2.356741 0.396595 0.11 -0.07 0.42
H -4.230600 1.960753 -1.225751 0.28 -0.44 -0.29
H -3.090503 1.251338 -0.016997 -0.09 -0.06 -0.26
H -4.948003 -0.347858 -0.816679 0.21 -0.61 0.30
H -6.086149 0.789124 -0.176308 -0.27 0.03 -0.08
H -5.671473 -0.690749 1.433319 0.05 -0.15 0.29
C 0.777506 2.782070 3.857529 0.04 0.60 0.28
C -0.639519 3.247315 3.519069 -1.35 -1.44 1.01
O -1.597788 2.389309 4.255375 1.76 0.47 -0.06
H 1.484133 3.553641 3.551835 0.08 -0.04 -0.49
H 1.068467 1.829256 3.415286 -0.29 0.17 -0.12
H 0.993587 2.713174 4.923675 -0.62 -0.10 0.21
H -0.851480 3.137111 2.455562 0.20 0.05 -0.22
H -0.836005 4.282922 3.796586 0.30 0.10 0.06
H -2.519472 2.516940 4.019149 -0.07 0.20 -0.60
C 5.953971 0.876658 1.015387 -1.74 0.43 -1.91
C 5.144886 0.053231 -0.035163 1.80 0.58 0.45
O 5.603776 -1.299467 0.102343 -1.20 -0.16 -0.51
H 5.362285 1.791905 1.033257 0.29 0.43 0.69
H 6.930836 1.141919 0.611084 0.16 -0.44 0.59
H 5.883184 0.351763 1.968053 0.46 0.29 0.01
H 5.352728 0.352662 -1.062409 0.46 -0.04 0.01
H 4.089437 0.310178 0.054864 -0.44 -1.01 0.51
H 5.328383 -1.582210 0.977451 0.12 -0.13 0.27
O 1.720853 -0.779555 3.255898 0.36 -0.22 0.13
H 1.682418 -0.450589 4.153976 0.00 0.06 0.28
H 1.056338 -0.274939 2.786837 -0.38 0.19 -0.53
O -4.138635 1.701738 3.111036 0.26 0.79 0.72
H -4.251945 1.104505 2.371644 -0.22 -0.47 -0.36
H -4.864084 1.494645 3.700174 -0.18 0.00 0.10
C 0.994011 -0.344656 -5.068988 -1.60 -0.12 -1.15
C 1.303789 -1.264740 -3.900392 -0.09 1.08 -1.64
C 1.622669 -2.700651 -4.282768 -1.28 0.65 0.07
O 0.454091 -3.239617 -5.019893 2.10 -0.12 1.23
C 0.782253 -4.497741 -5.639479 -0.06 1.68 -0.94
N 2.361499 -0.539502 -3.220916 0.32 -0.90 1.30
H 0.098180 -0.732085 -5.554260 -0.17 0.13 -0.14
H 1.682257 -0.199543 -5.901666 0.76 -0.55 0.31
H 0.760777 0.671493 -4.750928 -0.11 -0.07 0.40
H 0.358558 -1.335395 -3.362189 0.17 0.39 0.75
H 1.767270 -3.195299 -3.322297 0.02 -0.70 -0.10
H 2.589127 -2.642858 -4.783498 -0.11 -0.71 -0.79
H 1.414802 -4.218210 -6.482009 0.51 -0.41 -0.12
H -0.130428 -4.840997 -6.126604 -0.05 -0.47 0.60
H 1.317031 -5.200385 -5.000411 -0.40 -0.10 0.16
H 3.182308 -0.461891 -3.804315 -0.02 0.14 -0.51
H 2.705677 -1.077143 -2.438247 0.11 -0.25 0.53
C 1.804134 2.226987 0.580306 0.37 1.00 1.00
C 1.166701 1.260508 -0.379899 0.90 -0.33 -1.32
C -0.275618 0.875354 -0.016676 -0.12 1.08 0.64
O -0.235002 0.213839 1.225641 0.78 -0.43 0.43
C -1.483016 0.022590 1.859240 -0.26 -0.61 -0.61
N 1.327230 1.791796 -1.767244 -1.02 0.42 0.88
H 1.273848 3.174743 0.673421 -0.84 -0.18 0.32
H 2.767665 2.673776 0.335163 0.48 -0.71 -0.94
H 2.022354 1.807687 1.562485 -0.57 -0.06 0.00
H 1.727834 0.327866 -0.321556 0.10 -0.27 0.17
H -0.830763 0.325580 -0.776712 0.36 -0.59 -0.31
H -0.897512 1.756584 0.140758 0.03 0.68 -0.12
H -2.109820 -0.560298 1.184367 -0.42 0.07 -0.14
H -1.974361 0.956457 2.132308 0.14 0.03 0.08
H -1.354100 -0.620671 2.729708 0.28 0.35 0.14
H 2.194623 2.304300 -1.838471 -0.35 0.17 0.51
H 1.495579 1.050565 -2.432334 -0.25 -0.58 -0.12
C -3.261959 -1.555715 5.190919 0.02 -0.05 -0.93
C -3.103136 -1.357765 6.674648 1.13 -2.44 0.83
C -1.914232 -2.274846 7.233273 -0.95 -0.88 -0.41
O -2.357687 -3.660386 7.297519 0.20 0.98 -0.55
C -1.358475 -4.527442 7.815838 -1.19 0.69 0.89
N -2.829728 0.008077 6.957872 -0.09 1.52 0.17
H -3.800405 -2.445111 4.863563 -0.03 -0.15 0.49
H -2.297606 -1.602910 4.685050 0.14 0.16 0.09
H -3.791956 -0.706349 4.759880 -0.06 0.13 -0.06
H -4.029343 -1.620324 7.185836 -0.06 -0.77 0.05
H -1.504196 -1.973361 8.197151 -0.58 0.27 0.51
H -1.019298 -2.268766 6.611047 -0.11 0.41 -0.67
H -1.173312 -4.153540 8.822827 0.66 -0.13 0.26
H -0.431284 -4.572432 7.244514 -0.08 -0.05 -0.23
H -1.853011 -5.488170 7.959111 0.33 -0.15 -0.40
H -3.112199 0.214754 7.905288 0.51 -0.17 0.59
H -3.569876 0.502502 6.480558 0.21 0.59 -0.62
```
Forces are in eV/Å.

These are the Löwdin partial charges, in e, on atoms 1 to 5: atom 1 (C): -0.070, atom 2 (C): -0.310, atom 3 (O): -0.082, atom 4 (H): 0.052, atom 5 (H): 0.080

=====

Asked for maximum force across the records above, the calculation gives 1.90, 2.81 eV/A in order.
Asked for total energy across the records above, the calculation gives -108418.162, -61496.808 eV in order.
Asked for HOMO-LUMO gap across the records above, the calculation gives 9.207, 9.479 eV in order.